No. 1
12
Properties=species:S:1:pos:R:3 method="wB97M-V/def2-TZVPD" e_lumo_ev="-7.6175 / -8.0150" homo_energy_ha="-0.549 / -0.553" max_force_ev_per_a=4.52 total_charge=+1
C 0.140 -0.579 0.130
C 1.417 -1.040 0.425
C -2.109 0.026 -0.224
C -1.228 -0.876 0.212
C 1.991 0.229 -0.151
N 0.629 0.782 -0.112
H -3.190 -0.125 -0.350
H -1.584 0.750 -0.725
H -1.491 -1.669 0.871
H 2.770 0.689 0.411
H 2.313 0.429 -1.171
H 0.341 1.384 0.683

=====

No. 2
78
Properties=species:S:1:pos:R:3 method="wB97M-V/def2-TZVPD" e_lumo_ev="-3.5257 / -3.5386" s_squared=2.04 homo_energy_ha="-0.292 / -0.378" max_force_ev_per_a=1.72 multiplicity=3 total_charge=+1
Ti 0.357 0.065 -0.998
C 3.374 -4.494 3.193
C 2.665 -3.288 2.625
C 1.615 -2.700 3.298
C 0.918 -1.591 2.782
C -0.010 -0.893 3.600
N -0.674 0.146 3.221
C -1.224 1.162 4.123
C -0.148 2.117 4.634
C 0.690 2.830 3.532
N 0.147 2.775 2.195
C -1.006 3.412 1.813
C -1.609 3.303 0.546
C -2.848 3.933 0.299
C -3.547 3.809 -0.896
C -4.911 4.435 -1.058
C -2.962 3.103 -1.933
C -1.716 2.469 -1.751
C -0.909 2.004 -2.863
N 0.065 1.175 -2.739
C 1.192 1.278 -3.681
C 2.449 1.673 -2.874
C 3.139 0.495 -2.181
N 2.352 -0.085 -1.057
C 2.924 -0.987 -0.351
C 2.379 -1.654 0.832
C 3.062 -2.705 1.415
C 1.222 -1.129 1.473
O 0.558 -0.179 0.939
C -1.063 2.509 -0.511
O 0.073 1.844 -0.347
H 3.474 -4.413 4.275
H 4.367 -4.616 2.764
H 2.807 -5.403 2.985
H 1.332 -3.071 4.280
H -0.169 -1.228 4.624
H -0.463 0.446 2.262
H -1.697 0.664 4.970
H -1.993 1.702 3.576
H 0.537 1.549 5.269
H -0.643 2.852 5.270
H 1.676 2.373 3.486
H 0.834 3.873 3.828
H 0.632 2.259 1.477
H -1.485 4.026 2.567
H -3.278 4.527 1.102
H -5.538 4.231 -0.190
H -5.413 4.047 -1.943
H -4.837 5.520 -1.162
H -3.455 3.036 -2.898
H -1.038 2.529 -3.812
H 0.982 2.038 -4.436
H 1.373 0.327 -4.175
H 2.171 2.429 -2.137
H 3.175 2.113 -3.557
H 4.111 0.810 -1.800
H 3.294 -0.290 -2.923
H 3.946 -1.266 -0.620
H 3.956 -3.076 0.920
Cl -2.424 -0.065 0.264
C -3.408 -0.754 -1.054
Cl -2.520 -0.735 -2.589
H -4.296 -0.147 -1.166
H -3.638 -1.781 -0.804
C -1.083 -4.468 -1.177
N -0.258 -3.714 -2.116
C 0.170 -4.296 -3.293
C 0.937 -3.632 -4.161
C 1.354 -2.263 -3.863
O 2.137 -1.648 -4.569
N 0.813 -1.696 -2.712
C 0.082 -2.416 -1.885
O -0.336 -1.836 -0.815
H -0.592 -5.407 -0.921
H -2.057 -4.686 -1.616
H -1.217 -3.874 -0.280
H -0.154 -5.316 -3.450
H 1.278 -4.084 -5.080

=====

No. 3
36
Properties=species:S:1:pos:R:3 method="wB97M-V/def2-TZVPD" e_lumo_ev=2.4194 homo_energy_ha=-0.079 max_force_ev_per_a=9.28 total_charge=-1
C 2.557 1.972 0.866
C 0.926 1.777 0.970
C 0.240 1.647 2.474
C -1.405 1.424 2.580
C -2.412 1.363 1.280
C -1.726 1.493 -0.230
C -0.099 1.689 -0.312
C 0.551 1.764 -1.851
C 1.091 0.252 -2.180
C 1.893 -0.059 -3.575
C 2.041 -1.708 -3.341
O 0.931 -2.147 -2.431
C -0.007 -0.989 -2.305
O -1.342 -0.947 -2.336
H 2.859 2.693 1.763
H 3.167 0.954 0.987
H 2.901 2.529 -0.129
H 0.897 1.670 3.442
H -1.892 1.295 3.657
H -3.579 1.194 1.328
H -2.341 1.434 -1.224
H -0.270 2.162 -2.620
H 1.393 2.587 -1.837
H 1.825 0.040 -1.293
H 1.154 0.003 -4.510
H 2.984 0.335 -3.735
H 1.865 -2.413 -4.259
H 2.981 -1.930 -2.643
C -2.115 -3.224 2.880
C -2.192 -1.741 2.478
O -3.207 -1.213 3.144
H -3.032 -3.768 2.618
H -1.286 -3.709 2.352
H -1.936 -3.349 3.956
H -2.231 -1.742 1.378
H -1.182 -1.341 2.658

=====

No. 4
135
Properties=species:S:1:pos:R:3 method="wB97M-V/def2-TZVPD" e_lumo_ev=0.2791 homo_energy_ha=-0.343 max_force_ev_per_a=4.78
Mg -0.140 -0.033 -0.069
Br -2.341 -0.184 -0.776
Br 1.388 -1.841 0.028
C 3.955 3.731 1.284
C 2.713 4.512 1.727
C 1.505 3.657 2.166
C 0.960 2.747 1.138
N 0.543 1.975 0.384
H 3.734 2.947 0.561
H 4.483 3.174 2.059
H 4.698 4.365 0.800
H 2.444 5.137 0.875
H 2.963 5.247 2.492
H 0.640 4.244 2.473
H 1.807 3.106 3.057
C 3.945 -0.778 -5.000
C 3.582 -1.546 -3.697
C 4.456 -1.080 -2.544
C 4.264 0.357 -2.143
N 4.150 1.462 -1.820
H 3.750 0.281 -4.828
H 3.404 -1.186 -5.853
H 5.014 -0.865 -5.196
H 3.703 -2.628 -3.752
H 2.500 -1.515 -3.568
H 5.490 -1.269 -2.832
H 4.277 -1.702 -1.667
C 6.698 0.819 2.689
C 6.223 0.287 1.312
C 4.914 -0.472 1.450
C 3.973 0.239 2.290
N 3.177 0.839 2.914
H 7.661 1.311 2.550
H 6.691 0.045 3.458
H 6.017 1.606 3.013
H 7.046 -0.272 0.868
H 6.074 1.087 0.587
H 5.141 -1.465 1.835
H 4.413 -0.661 0.500
C -2.175 1.565 -4.310
C -3.682 1.448 -4.365
C -4.293 1.022 -5.728
C -4.140 2.065 -6.795
N -3.996 2.790 -7.670
H -1.918 1.935 -3.318
H -1.815 2.369 -4.951
H -1.521 0.730 -4.560
H -4.083 2.443 -4.172
H -4.083 0.837 -3.557
H -5.324 0.712 -5.557
H -3.863 0.135 -6.193
C 2.243 -1.939 5.272
C 1.990 -2.534 3.884
C 0.842 -3.579 3.805
C -0.485 -3.081 4.053
N -1.562 -2.717 4.270
H 1.364 -1.458 5.701
H 3.077 -1.240 5.331
H 2.365 -2.752 5.988
H 2.872 -3.131 3.650
H 1.951 -1.705 3.177
H 1.061 -4.414 4.472
H 0.718 -3.939 2.783
C 0.849 1.446 5.542
C -0.567 1.894 5.182
C -1.405 0.658 4.609
C -0.915 0.262 3.257
N -0.510 -0.019 2.185
H 0.805 0.690 6.326
H 1.443 2.271 5.935
H 1.323 0.977 4.680
H -0.513 2.732 4.486
H -1.043 2.169 6.123
H -2.487 0.786 4.586
H -1.299 -0.249 5.204
C -3.739 -4.857 0.223
C -2.293 -4.467 -0.250
C -1.132 -4.824 0.740
C -1.240 -6.264 1.135
N -1.284 -7.409 1.464
H -4.517 -4.692 -0.522
H -4.012 -4.327 1.136
H -3.800 -5.940 0.334
H -2.304 -3.400 -0.472
H -2.159 -5.022 -1.178
H -1.237 -4.272 1.673
H -0.130 -4.702 0.328
C -5.207 -0.860 2.387
C -4.976 -1.737 3.631
C -6.290 -2.283 4.196
C -6.896 -3.398 3.405
N -7.403 -4.242 2.769
H -5.858 -1.421 1.717
H -4.275 -0.589 1.891
H -5.734 0.067 2.613
H -4.396 -1.127 4.324
H -4.333 -2.546 3.284
H -6.973 -1.435 4.244
H -6.137 -2.530 5.247
C 2.301 4.272 -2.339
C 1.437 3.798 -3.506
C 1.622 2.304 -3.965
C 1.146 1.359 -2.928
N 0.723 0.650 -2.139
H 2.073 5.303 -2.069
H 3.365 4.220 -2.567
H 2.170 3.597 -1.493
H 1.779 4.361 -4.375
H 0.404 4.091 -3.315
H 2.699 2.147 -4.031
H 1.092 2.025 -4.876
C -1.841 5.118 -1.215
C -2.545 3.777 -1.142
C -3.376 3.549 0.139
C -2.546 3.431 1.380
N -1.909 3.285 2.335
H -1.282 5.212 -2.146
H -1.160 5.190 -0.367
H -2.532 5.960 -1.173
H -1.879 2.931 -1.314
H -3.265 3.669 -1.953
H -4.026 2.687 -0.005
H -4.077 4.363 0.322
C -0.547 -4.649 -4.280
C -0.079 -3.209 -3.996
C -1.285 -2.304 -3.801
C -2.349 -2.495 -4.747
N -3.189 -2.599 -5.524
H -1.144 -4.902 -3.404
H 0.329 -5.298 -4.289
H -1.163 -4.727 -5.176
H 0.465 -2.780 -4.838
H 0.520 -3.108 -3.091
H -0.998 -1.260 -3.680
H -1.742 -2.547 -2.842